[1]
10
Properties=species:S:1:pos:R:3:forces:R:3 method="wB97M-V/def2-TZVPD" homo_lumo_gap_ev="5.6 / 8.3" lumo_ev="-4.64 / -7.75" charge=+1 s2=2.03 relative_energy_kcal_mol=98.9 spin_multiplicity=3
C -2.131 -3.063 0.128 -0.020 -2.306 6.425
C -0.074 0.097 -0.726 -0.679 -0.265 -0.765
C 0.751 1.147 -0.276 0.943 0.611 0.790
N -1.880 -2.375 -0.763 -0.442 1.084 -4.589
N -0.774 -0.627 -1.299 3.029 3.242 2.171
N -1.530 -1.582 -1.650 -2.136 -1.615 -3.808
H -2.512 -3.783 0.797 -0.499 -0.727 -0.101
H 1.530 1.364 -1.009 -0.058 -0.051 -0.160
H 1.242 0.849 0.654 -0.046 0.107 0.046
H 0.163 2.052 -0.102 -0.092 -0.080 -0.008

[2]
4
Properties=species:S:1:pos:R:3:forces:R:3 method="wB97M-V/def2-TZVPD" homo_lumo_gap_ev=10.4 lumo_ev=-0.17 smiles="O=C(F)I" relative_energy_kcal_mol=0.0
O -0.952 0.999 0.006 -0.863 2.081 -0.075
C -0.237 0.099 -0.014 1.177 -1.714 0.209
F -0.712 -1.148 0.004 0.293 -0.444 -0.080
I 1.900 0.051 0.004 -0.608 0.077 -0.054

[3]
14
Properties=species:S:1:pos:R:3:forces:R:3 method="wB97M-V/def2-TZVPD" homo_lumo_gap_ev=9.8 lumo_ev=0.68 smiles="C=CO.CSS" relative_energy_kcal_mol=26.5
C -1.848 0.833 -1.275 -0.158 0.041 1.123
C -2.207 0.800 0.011 -0.812 -1.067 -1.335
O -1.734 -0.071 0.947 0.003 0.590 0.862
H -2.324 1.553 -1.920 0.032 -0.135 -0.211
H -1.124 0.120 -1.633 0.320 0.156 -0.320
H -3.131 1.281 0.317 0.461 0.658 0.408
H -1.638 -0.975 0.659 0.152 -0.256 -0.556
C 1.937 -0.180 -0.527 -0.082 0.096 0.227
S 2.517 -1.623 0.431 0.039 0.214 -0.403
S 1.583 -1.336 2.216 0.333 0.173 0.532
H 1.945 -0.411 -1.592 0.087 -0.186 0.055
H 0.917 0.019 -0.213 -0.111 0.051 -0.068
H 2.529 0.718 -0.353 0.124 -0.142 0.087
H 2.578 -0.727 2.930 -0.387 -0.192 -0.400

[4]
41
Properties=species:S:1:pos:R:3:forces:R:3 method="wB97M-V/def2-TZVPD" homo_lumo_gap_ev=10.0 lumo_ev=0.70 smiles="CCN(Cc1ccncc1)C(=O)[C@@H](CO)c1ccccc1" relative_energy_kcal_mol=9.5
C -0.291 -1.602 1.099 0.021 -0.061 -0.231
C 0.174 -1.444 -0.348 0.263 -0.308 0.454
N -0.290 -0.222 -0.972 -0.221 -0.093 -0.351
C -1.577 -0.320 -1.653 -0.064 0.255 -0.248
C -2.730 -0.384 -0.690 -0.223 -0.078 0.029
C -2.956 0.651 0.212 -0.067 -0.143 -0.052
C -4.016 0.542 1.097 0.279 0.239 -0.067
N -4.835 -0.497 1.129 -0.448 -0.097 0.336
C -4.629 -1.474 0.264 0.036 -0.211 -0.153
C -3.596 -1.471 -0.661 0.096 0.237 0.009
C 0.281 0.999 -0.922 0.396 -0.058 -0.046
O -0.282 1.966 -1.431 -0.168 0.398 -0.121
C 1.591 1.305 -0.191 -0.174 0.305 0.123
C 1.155 2.078 1.079 0.137 -0.206 0.078
O 0.593 3.318 0.768 -0.252 0.386 -0.166
C 2.612 0.227 0.038 0.259 0.001 -0.007
C 2.898 -0.303 1.291 -0.047 0.114 -0.124
C 3.882 -1.267 1.439 0.036 -0.072 0.069
C 4.599 -1.712 0.343 0.023 -0.071 0.036
C 4.332 -1.181 -0.909 0.013 -0.013 -0.084
C 3.354 -0.217 -1.057 -0.057 0.029 0.117
H 0.136 -2.510 1.516 0.049 -0.111 0.099
H -1.374 -1.666 1.159 -0.047 -0.003 0.073
H 0.039 -0.760 1.700 0.036 0.086 0.105
H -0.212 -2.278 -0.940 0.085 0.083 -0.027
H 1.261 -1.484 -0.387 -0.227 -0.149 -0.081
H -1.566 -1.204 -2.297 0.007 0.058 0.073
H -1.676 0.576 -2.274 -0.006 -0.264 0.051
H -2.320 1.522 0.216 0.092 0.132 0.019
H -4.224 1.322 1.817 0.056 0.122 0.024
H -5.324 -2.302 0.319 -0.015 -0.114 -0.062
H -3.468 -2.298 -1.343 0.015 -0.094 -0.064
H 2.070 2.058 -0.834 -0.179 -0.134 0.098
H 0.440 1.471 1.661 0.185 0.002 -0.009
H 2.030 2.282 1.703 -0.053 -0.154 -0.050
H 0.069 3.213 -0.048 0.128 -0.004 0.129
H 2.355 0.029 2.162 -0.086 0.059 0.104
H 4.091 -1.668 2.420 0.022 -0.039 0.084
H 5.366 -2.462 0.463 0.066 -0.064 0.015
H 4.893 -1.514 -1.770 0.050 -0.028 -0.072
H 3.151 0.199 -2.034 -0.019 0.062 -0.109

[5]
17
Properties=species:S:1:pos:R:3:forces:R:3 method="wB97M-V/def2-TZVPD" homo_lumo_gap_ev=9.0 lumo_ev=0.63 smiles=CCN(C)NPI relative_energy_kcal_mol=3.3
C -0.083 2.108 -0.097 0.421 -0.110 1.186
C 0.731 0.876 0.448 1.765 -0.296 -1.673
N 0.363 -0.462 -0.100 -0.117 0.636 -0.446
C 1.430 -1.450 -0.509 -2.305 2.727 -3.313
N -0.646 -1.115 0.662 2.114 1.110 1.018
P -2.105 -1.659 0.242 -2.071 -1.813 -0.786
I -3.557 0.262 0.018 -0.695 0.803 -0.305
H -1.037 1.782 -0.520 -0.015 0.199 0.477
H -0.194 2.793 0.824 -0.164 -0.683 -1.805
H 0.452 2.615 -0.924 -0.144 -0.164 0.641
H 1.829 1.009 -0.032 -2.170 -0.187 2.020
H 0.627 0.877 1.583 0.776 -0.107 -1.191
H 0.871 -2.129 -1.194 0.825 -0.111 0.966
H 2.205 -0.965 -1.160 -0.890 -0.027 0.561
H 1.917 -1.814 0.297 1.354 -1.913 2.609
H -0.745 -0.761 1.636 0.738 -0.465 -0.642
H -2.058 -1.968 -1.174 0.579 0.402 0.684

[6]
45
Properties=species:S:1:pos:R:3:forces:R:3 method="wB97M-V/def2-TZVPD" homo_lumo_gap_ev=9.7 lumo_ev=-0.08 smiles="C#CO[P@@](=O)(ON)OCC(=O)O.C[Si](C)(C)O[Si](C)(C)C"
C -4.944 -4.461 -0.277 -1.198 1.615 0.169
C -5.561 -3.438 0.041 0.495 -0.911 -1.856
O -6.258 -2.205 0.045 3.865 -1.752 0.486
P -5.196 -0.898 0.218 -1.382 4.793 2.291
O -6.011 0.250 0.776 1.583 -2.588 -1.465
O -3.966 -1.186 1.366 -2.381 -1.337 -1.947
N -3.066 -0.144 1.142 1.592 1.997 -0.357
O -4.528 -0.343 -1.224 -1.087 -3.360 1.190
C -4.408 -1.369 -2.235 0.617 -0.556 -1.924
C -3.007 -2.152 -2.113 1.667 0.989 0.743
O -2.043 -1.532 -1.693 -2.133 -1.515 -0.871
O -2.816 -3.486 -2.502 -1.299 1.616 -0.046
H -4.438 -5.389 -0.679 -0.902 1.726 1.152
H -3.528 0.766 1.299 0.041 -0.724 0.348
H -2.260 -0.225 1.776 -0.829 -0.449 -0.222
H -5.303 -2.062 -2.319 1.017 0.811 0.427
H -4.350 -0.815 -3.239 -0.024 -0.734 1.466
H -3.619 -3.867 -2.913 0.411 0.420 0.403
C 4.989 1.890 -0.595 -0.268 -0.014 0.147
Si 4.268 1.217 1.003 0.160 -0.123 -0.133
C 4.433 -0.654 0.992 -0.151 0.205 -0.009
C 5.291 1.881 2.425 -0.385 0.063 -0.017
O 2.667 1.653 1.141 0.062 -0.070 -0.147
Si 1.242 1.443 0.302 -0.135 -0.261 -0.284
C -0.198 2.285 1.158 0.324 0.028 0.170
C 0.840 -0.384 0.154 0.141 0.269 0.101
C 1.391 2.166 -1.425 0.159 0.016 0.263
H 4.512 1.426 -1.461 0.051 0.054 -0.019
H 6.061 1.689 -0.647 -0.020 0.001 0.008
H 4.837 2.971 -0.658 0.039 -0.036 -0.053
H 3.956 -1.086 1.876 0.029 -0.049 -0.042
H 5.488 -0.946 0.992 -0.069 0.031 0.006
H 3.962 -1.080 0.104 0.022 -0.049 0.054
H 4.932 1.492 3.381 0.037 0.062 -0.002
H 5.252 2.973 2.459 0.016 -0.029 0.059
H 6.336 1.582 2.309 -0.070 -0.013 -0.047
H -0.350 1.877 2.161 0.001 0.079 0.020
H -1.115 2.129 0.584 0.084 -0.034 -0.060
H -0.028 3.361 1.243 -0.062 -0.033 0.067
H 1.587 -0.897 -0.457 -0.048 -0.060 0.042
H -0.136 -0.523 -0.317 0.027 -0.003 -0.002
H 0.818 -0.854 1.141 0.022 -0.060 -0.035
H 2.132 1.619 -2.012 -0.027 0.047 -0.037
H 1.700 3.215 -1.375 -0.011 -0.038 -0.070
H 0.434 2.114 -1.948 0.019 -0.021 0.033

no.,total energy (Eh)
1,-280.39518
2,-510.90322
3,-990.66834
4,-919.79927
5,-868.78748
6,-1897.25358